[1]
{
  "formula": "C6H10O4",
  "method": "wB97M-V/def2-TZVPD",
  "symbols": ["O", "C", "C", "O", "C", "O", "C", "C", "O", "C", "H", "H", "H", "H", "H", "H", "H", "H", "H", "H"],
  "xyz": [[-2.51, -0.70, -0.47], [-1.26, -0.08, -0.59], [-0.22, -1.16, -0.06], [-0.62, -1.49, 1.22], [1.30, -0.66, 0.21], [2.17, -0.50, -0.97], [1.38, 0.84, 0.75], [0.35, 1.63, -0.08], [-0.80, 2.50, 0.11], [-0.94, 1.10, 0.23], [-3.21, -0.09, -1.04], [-1.11, 0.14, -1.71], [-0.24, -1.87, -0.90], [-1.60, -1.48, 1.33], [1.81, -1.30, 1.01], [2.31, -1.36, -1.40], [2.44, 1.15, 0.37], [1.22, 0.93, 1.82], [0.56, 1.52, -1.16], [-1.02, 0.86, 1.32]],
  "mulliken_charge": [-0.60, -0.23, 0.08, -0.57, -0.12, -0.53, -0.78, -0.20, -0.49, 0.08, 0.37, 0.44, 0.29, 0.41, 0.32, 0.33, 0.31, 0.39, 0.29, 0.23],
  "largest_force_ev_per_a": 4.45,
  "relative_energy_kj_mol": 433.40,
  "e_tot_ha": -535.43101,
  "smiles": "O[C@@H]1[C@H](O)[C@@H](O)C[C@@H]2O[C@@H]12",
  "lumo_energy_ha": 0.01840,
  "homo_ev": -9.788,
  "orbital_gap_ev": 10.2884,
  "charge": 0
}

=====

[2]
{
  "formula": "C6H10O8S",
  "method": "wB97M-V/def2-TZVPD",
  "symbols": ["O", "C", "C", "O", "O", "C", "O", "O", "C", "O", "C", "O", "C", "O", "S", "H", "H", "H", "H", "H", "H", "H", "H", "H", "H"],
  "xyz": [[1.56, -3.28, 0.84], [0.39, -2.53, 0.61], [0.58, -1.10, -0.05], [1.51, -1.24, -1.12], [1.05, -0.32, 1.00], [-0.76, -0.46, -0.56], [-0.67, -0.06, -1.93], [-1.79, -1.36, -0.48], [-1.13, 0.76, 0.22], [-2.26, 0.54, 1.03], [-0.54, 2.00, 0.28], [-1.21, 2.88, 1.07], [0.66, 2.53, -0.30], [1.43, 1.81, -1.03], [1.25, 4.02, 0.10], [2.09, -3.15, 0.07], [-0.25, -3.21, -0.03], [-0.06, -2.23, 1.65], [1.41, -0.35, -1.63], [1.54, -0.79, 1.71], [-0.82, -0.94, -2.53], [-2.49, -0.97, 0.16], [-2.82, 1.33, 1.11], [-0.90, 3.76, 0.81], [2.23, 2.35, -1.00]],
  "mulliken_charge": [-0.51, -0.74, 0.56, -0.70, -0.60, 0.55, -0.63, -0.70, 0.22, -0.61, 0.53, -0.55, 0.31, -0.27, -0.46, 0.34, 0.32, 0.34, 0.48, 0.41, 0.42, 0.44, 0.34, 0.25, 0.25],
  "largest_force_ev_per_a": 3.96,
  "relative_energy_kj_mol": 97.26,
  "e_tot_ha": -1234.66616,
  "smiles": "OCC(O)(O)C(O)(O)/C(O)=C(/O)C(O)=S",
  "lumo_energy_ha": -0.02559,
  "homo_ev": -8.964,
  "orbital_gap_ev": 8.2680,
  "charge": 0
}

=====

[3]
{
  "formula": "C6H10OS",
  "method": "wB97M-V/def2-TZVPD",
  "symbols": ["C", "C", "O", "C", "C", "C", "S", "C", "H", "H", "H", "H", "H", "H", "H", "H", "H", "H"],
  "xyz": [[-0.71, -1.20, 1.76], [-0.98, -0.03, 0.83], [-1.14, -0.34, -0.61], [-0.03, -0.64, -1.44], [0.97, 0.66, -1.61], [0.45, 1.59, -0.48], [0.99, 2.38, 1.13], [0.33, 0.75, 0.72], [-0.52, -0.96, 2.85], [0.34, -1.69, 1.52], [-1.36, -2.23, 1.71], [-1.87, 0.48, 1.06], [-0.60, -0.91, -2.43], [0.73, -1.39, -1.05], [0.84, 1.23, -2.48], [1.97, 0.26, -1.60], [-0.61, 1.99, -0.69], [1.19, 0.04, 0.79]],
  "mulliken_charge": [-1.22, 0.44, -0.40, -0.25, -0.77, -0.16, -0.16, -0.27, 0.35, 0.23, 0.28, 0.38, 0.27, 0.23, 0.34, 0.34, 0.20, 0.17],
  "largest_force_ev_per_a": 4.79,
  "relative_energy_kj_mol": 352.34,
  "e_tot_ha": -707.91609,
  "smiles": "C[C@@H]1OCC[C@@H]2S[C@@H]12",
  "lumo_energy_ha": 0.03340,
  "homo_ev": -8.769,
  "orbital_gap_ev": 9.6773,
  "charge": 0
}

=====

[4]
{
  "formula": "C6H10OS",
  "method": "wB97M-V/def2-TZVPD",
  "symbols": ["C", "C", "C", "O", "C", "C", "S", "C", "H", "H", "H", "H", "H", "H", "H", "H", "H", "H"],
  "xyz": [[-0.49, 1.99, 1.74], [-0.03, 0.43, 1.61], [0.81, -0.01, 0.31], [1.69, -0.84, -0.55], [0.82, -1.59, -1.45], [-0.31, -0.82, -1.97], [-1.62, -0.11, -0.69], [-0.59, -0.52, 0.61], [-1.39, 2.17, 2.36], [0.21, 2.69, 2.05], [-0.57, 2.65, 0.78], [-0.01, 0.13, 2.72], [0.93, 1.01, -0.20], [0.51, -2.41, -0.86], [1.61, -1.89, -2.07], [-0.91, -1.37, -2.80], [0.18, -0.05, -2.58], [-0.83, -1.49, 0.97]],
  "mulliken_charge": [-1.32, 0.10, -0.33, -0.45, -0.56, -0.50, -0.16, -0.17, 0.34, 0.47, 0.30, 0.30, 0.23, 0.33, 0.34, 0.38, 0.30, 0.38],
  "largest_force_ev_per_a": 3.89,
  "relative_energy_kj_mol": 511.28,
  "e_tot_ha": -707.85555,
  "smiles": "C[C@@H]1[C@H]2OCCS[C@H]12",
  "lumo_energy_ha": 0.03286,
  "homo_ev": -8.354,
  "orbital_gap_ev": 9.2484,
  "charge": 0
}

=====

[5]
{
  "formula": "C6H10OSi",
  "method": "wB97M-V/def2-TZVPD",
  "symbols": ["C", "C", "C", "C", "C", "C", "O", "Si", "H", "H", "H", "H", "H", "H", "H", "H", "H", "H"],
  "xyz": [[-0.12, 2.60, -0.02], [-0.96, 1.56, -0.10], [1.30, 2.63, 0.42], [-1.42, 0.45, 0.47], [0.70, -1.42, 1.23], [-0.51, -1.98, -1.49], [2.09, 1.75, 0.73], [-0.93, -1.31, 0.25], [-0.20, 3.49, -0.55], [-1.74, 1.66, -0.99], [1.82, 3.66, 0.37], [0.98, -2.39, 1.29], [1.56, -0.83, 0.79], [0.61, -1.08, 2.29], [0.60, -2.10, -1.62], [-0.98, -2.87, -1.68], [-0.87, -1.47, -2.31], [-1.92, -2.35, 0.95]],
  "mulliken_charge": [-0.64, 0.17, 0.01, -0.11, -1.11, -1.20, -0.49, 0.56, 0.34, 0.19, 0.25, 0.41, 0.31, 0.32, 0.29, 0.40, 0.43, -0.13],
  "largest_force_ev_per_a": 4.01,
  "relative_energy_kj_mol": 506.58,
  "e_tot_ha": -599.16283,
  "lumo_energy_ha": [-0.05807, -0.05804],
  "homo_ev": [-8.276, -8.276],
  "orbital_gap_ev": [6.6958, 6.6966],
  "charge": 0
}

=====

[6]
{
  "formula": "C6H10S2",
  "method": "wB97M-V/def2-TZVPD",
  "symbols": ["C", "C", "C", "S", "S", "C", "C", "C", "H", "H", "H", "H", "H", "H", "H", "H", "H", "H"],
  "xyz": [[-2.16, -1.77, 1.53], [-1.78, -0.78, 0.72], [-2.18, -0.56, -0.65], [-1.05, -0.64, -1.96], [-0.22, 1.07, -1.30], [1.08, 0.20, -0.41], [2.08, 1.44, -0.14], [3.54, 1.35, -0.34], [-2.60, -2.67, 1.16], [-1.75, -1.48, 2.52], [-1.47, 0.16, 1.33], [-2.83, -1.28, -1.05], [-2.86, 0.30, -0.76], [0.64, 0.04, 0.64], [1.55, -0.73, -0.96], [1.85, 2.37, 0.59], [3.99, 0.94, -1.11], [4.16, 2.05, 0.21]],
  "mulliken_charge": [-0.77, 0.04, -0.68, -0.13, -0.16, -0.08, -0.34, -0.84, 0.34, 0.22, 0.27, 0.37, 0.35, 0.17, 0.42, 0.21, 0.37, 0.23],
  "largest_force_ev_per_a": 9.39,
  "relative_energy_kj_mol": 423.41,
  "e_tot_ha": -1030.81672,
  "smiles": "C=CCSSCC=C",
  "lumo_energy_ha": 0.02239,
  "homo_ev": -8.627,
  "orbital_gap_ev": 9.2360,
  "charge": 0
}

=====

[7]
{
  "formula": "C6H11Br2",
  "method": "wB97M-V/def2-TZVPD",
  "symbols": ["Br", "Br", "C", "C", "C", "C", "C", "C", "H", "H", "H", "H", "H", "H", "H", "H", "H", "H", "H"],
  "xyz": [[-2.52, -0.08, 3.62], [1.18, -0.36, 0.28], [-2.24, 1.28, -0.39], [-2.47, -0.16, -0.10], [-1.54, -1.11, -0.34], [-1.81, -2.52, 0.07], [-0.21, -0.81, -0.99], [-3.80, -0.53, 0.46], [-3.17, 1.80, -0.16], [-1.44, 1.72, 0.21], [-2.01, 1.45, -1.45], [-1.05, -3.20, -0.31], [-1.89, -2.61, 1.16], [-2.77, -2.85, -0.35], [0.15, -1.71, -1.48], [-0.28, 0.00, -1.71], [-4.44, 0.36, 0.46], [-4.28, -1.32, -0.14], [-3.73, -0.86, 1.51]],
  "mulliken_charge": [0.00, -0.16, -1.71, 1.18, 0.73, -1.44, -1.02, -1.28, 0.39, 0.31, 0.35, 0.40, 0.26, 0.33, 0.45, 0.37, 0.35, 0.33, 0.15],
  "largest_force_ev_per_a": 1.33,
  "relative_energy_kj_mol": 34.68,
  "e_tot_ha": -5383.18303,
  "lumo_energy_ha": [0.03012, -0.13165],
  "multiplicity": 2,
  "s_squared": 0.75,
  "homo_ev": [-8.821, -8.812],
  "orbital_gap_ev": [9.6407, 5.2295],
  "charge": 0
}

=====

[8]
{
  "formula": "C6H11BrHfN2",
  "method": "wB97M-V/def2-TZVPD",
  "symbols": ["C", "C", "N", "C", "C", "N", "C", "C", "H", "H", "H", "H", "H", "H", "H", "H", "H", "H", "H", "Hf", "Br"],
  "xyz": [[15.58, -22.72, -6.94], [15.52, -21.25, -7.26], [16.80, -20.53, -6.94], [16.89, -19.20, -6.66], [18.27, -18.89, -6.45], [18.93, -20.05, -6.55], [18.03, -21.04, -6.94], [20.36, -20.21, -6.38], [16.39, -23.25, -7.45], [14.66, -23.28, -7.12], [15.79, -22.94, -5.88], [14.70, -20.70, -6.81], [15.44, -21.06, -8.34], [16.00, -18.59, -6.67], [18.78, -17.95, -6.23], [18.30, -22.09, -7.10], [20.86, -19.27, -6.17], [20.76, -20.59, -7.33], [20.56, -20.97, -5.61], [18.59, -12.51, -4.57], [18.91, -15.01, -5.80]],
  "mulliken_charge": [-1.34, -0.06, 0.16, -0.08, 0.34, 0.08, -0.11, -0.65, 0.41, 0.36, 0.43, 0.35, 0.32, 0.48, -0.02, 0.41, 0.29, 0.39, 0.36, 1.65, 0.24],
  "largest_force_ev_per_a": 4.31,
  "relative_energy_kj_mol": 33.99,
  "e_tot_ha": -2964.71630,
  "lumo_energy_ha": -0.74577,
  "homo_ev": -22.264,
  "orbital_gap_ev": 1.9707,
  "charge": 4
}